The following is a quantum chemistry calculation of a cluster of 11 separate species, C48H125N7O18 in total, from OMol25.

- highest occupied orbital energy (eV) = -8.2
- Kohn-Sham gap (eV) = 8.9
- strongest force on any atom (eV Å⁻¹) = 2.193
- SMILES = COCCNCCOC.COCCNCCOC.COCCNCCOC.COCCNCCOC.COCCNCCOC.COCCNCCOC.COCCNCCOC.CCO.CCO.CO.CO
- E_LUMO (hartree) = 0.0235
- ΔE to the lowest compared entry with this formula, charge and spin (kcal/mol) = 0.2

Positions of all 198 atoms, in Å:
C  -0.367  -0.970  3.072
O  -1.365  -1.924  2.831
C  -1.000  -2.724  1.682
C  -2.202  -3.580  1.180
N  -2.681  -4.551  2.164
C  -3.998  -5.124  1.936
C  -3.997  -6.317  0.975
O  -3.810  -6.055  -0.428
C  -4.748  -5.160  -0.947
H  0.584  -1.473  3.245
H  -0.680  -0.388  3.940
H  -0.176  -0.302  2.232
H  -0.156  -3.398  1.825
H  -0.648  -2.066  0.887
H  -1.979  -4.048  0.221
H  -3.047  -2.901  1.065
H  -2.524  -4.322  3.135
H  -4.657  -4.339  1.566
H  -4.460  -5.574  2.815
H  -4.922  -6.866  1.148
H  -3.263  -7.088  1.209
H  -4.906  -5.260  -2.021
H  -4.497  -4.119  -0.747
H  -5.799  -5.318  -0.702
C  -7.980  3.027  4.508
O  -7.907  3.279  3.064
C  -6.621  3.579  2.560
C  -6.774  3.616  1.007
N  -6.852  2.357  0.349
C  -5.672  1.556  0.500
C  -5.700  0.287  -0.423
O  -4.646  -0.627  -0.245
C  -3.424  -0.052  -0.576
H  -7.219  3.586  5.053
H  -7.920  1.958  4.709
H  -8.985  3.345  4.785
H  -5.870  2.847  2.857
H  -6.254  4.543  2.912
H  -6.006  4.257  0.576
H  -7.724  4.064  0.716
H  -7.657  1.894  0.747
H  -5.472  1.183  1.505
H  -4.852  2.248  0.306
H  -5.827  0.498  -1.484
H  -6.634  -0.193  -0.132
H  -3.448  0.348  -1.590
H  -2.647  -0.811  -0.674
H  -3.122  0.762  0.083
C  5.929  2.450  5.022
O  5.256  1.223  5.420
C  6.186  0.162  5.530
C  5.574  -1.079  6.164
N  4.511  -1.717  5.409
C  4.878  -2.236  4.100
C  3.749  -2.910  3.340
O  4.345  -3.407  2.092
C  3.531  -4.319  1.395
H  6.603  2.761  5.820
H  5.197  3.239  4.850
H  6.492  2.445  4.088
H  7.042  0.512  6.107
H  6.570  -0.014  4.525
H  5.173  -0.788  7.135
H  6.347  -1.820  6.372
H  3.812  -0.994  5.318
H  5.655  -2.974  4.297
H  5.305  -1.399  3.549
H  2.927  -2.215  3.168
H  3.344  -3.714  3.954
H  3.981  -4.683  0.471
H  2.585  -3.837  1.148
H  3.312  -5.216  1.975
C  -3.720  0.727  -4.739
O  -2.994  -0.511  -4.608
C  -1.570  -0.324  -4.358
C  -0.834  -1.667  -4.627
N  -1.237  -2.630  -3.598
C  -0.517  -3.886  -3.586
C  -1.201  -4.812  -2.546
O  -0.734  -6.107  -2.707
C  -1.455  -7.167  -2.058
H  -3.528  1.348  -3.863
H  -4.785  0.534  -4.867
H  -3.364  1.341  -5.566
H  -1.284  0.115  -3.402
H  -1.278  0.402  -5.117
H  0.243  -1.518  -4.551
H  -0.962  -2.026  -5.648
H  -2.234  -2.751  -3.708
H  0.494  -3.751  -3.203
H  -0.509  -4.398  -4.549
H  -2.278  -4.778  -2.712
H  -1.041  -4.254  -1.623
H  -2.415  -7.287  -2.559
H  -1.657  -6.917  -1.016
H  -0.965  -8.134  -2.174
C  4.676  1.633  0.236
O  3.486  1.850  1.014
C  3.635  1.095  2.183
C  2.499  1.426  3.158
N  2.791  0.705  4.411
C  1.755  0.931  5.398
C  1.940  2.241  6.205
O  1.578  3.379  5.441
C  1.924  4.680  5.979
H  4.581  2.287  -0.631
H  4.776  0.599  -0.091
H  5.612  1.931  0.707
H  4.579  1.344  2.667
H  3.719  0.019  2.033
H  1.541  1.142  2.723
H  2.457  2.514  3.215
H  3.694  0.965  4.781
H  1.663  0.079  6.072
H  0.790  0.946  4.891
H  2.978  2.356  6.520
H  1.352  2.226  7.123
H  3.007  4.797  6.013
H  1.435  4.875  6.934
H  1.600  5.426  5.253
C  -3.985  7.286  -1.058
O  -4.051  6.230  -0.148
C  -3.493  6.599  1.105
C  -3.333  5.405  2.027
N  -2.391  4.366  1.609
C  -0.968  4.702  1.831
C  -0.107  3.587  1.120
O  -0.386  3.349  -0.286
C  -0.043  2.018  -0.639
H  -3.038  7.291  -1.598
H  -4.056  8.296  -0.656
H  -4.792  7.175  -1.783
H  -4.215  7.280  1.557
H  -2.564  7.157  0.991
H  -4.288  4.889  2.128
H  -3.088  5.641  3.063
H  -2.403  4.154  0.622
H  -0.704  4.568  2.880
H  -0.775  5.734  1.540
H  -0.134  2.695  1.746
H  0.931  3.877  1.285
H  -0.544  1.846  -1.592
H  -0.489  1.239  -0.021
H  1.023  1.883  -0.824
C  -3.287  4.080  -5.642
O  -1.886  3.896  -5.421
C  -1.158  3.615  -6.604
C  0.359  3.420  -6.551
N  0.650  2.246  -5.695
C  2.041  2.045  -5.521
C  2.298  1.316  -4.192
O  3.729  1.122  -3.977
C  4.493  2.351  -3.791
H  -3.703  4.143  -4.637
H  -3.764  3.260  -6.181
H  -3.478  4.989  -6.212
H  -1.379  4.341  -7.386
H  -1.440  2.662  -7.053
H  0.762  4.362  -6.180
H  0.783  3.282  -7.546
H  0.153  2.325  -4.819
H  2.579  2.969  -5.736
H  2.342  1.319  -6.276
H  1.909  0.297  -4.200
H  1.811  1.764  -3.326
H  5.504  2.150  -3.439
H  4.085  3.091  -3.103
H  4.585  2.789  -4.786
C  4.096  -2.062  -5.061
C  2.691  -2.418  -5.546
O  2.607  -3.617  -6.352
H  4.887  -2.071  -5.812
H  4.434  -2.800  -4.334
H  4.039  -1.066  -4.623
H  2.315  -1.538  -6.068
H  2.133  -2.508  -4.614
H  3.187  -4.311  -6.029
C  2.173  -1.294  -0.449
C  1.319  -1.879  -1.596
O  0.106  -1.177  -1.502
H  1.692  -1.100  0.510
H  2.605  -0.361  -0.810
H  2.937  -2.020  -0.171
H  1.055  -2.933  -1.508
H  1.683  -1.691  -2.606
H  -0.500  -1.624  -2.097
C  7.070  -2.388  0.465
O  5.947  -1.609  0.853
H  7.840  -2.470  1.232
H  6.855  -3.392  0.100
H  7.565  -1.816  -0.321
H  5.196  -2.156  1.091
C  1.767  -6.459  -0.495
O  1.853  -7.077  0.788
H  2.561  -6.693  -1.204
H  0.816  -6.664  -0.987
H  1.751  -5.382  -0.327
H  1.189  -6.677  1.354